Here is 2 unconnected molecules or ions with the total composition C12H14NO2 from OMol25. Energies are from ωB97M-V/def2-TZVPD.

Calculated values
2S+1: 1
charge: -1
E_HOMO: -4.57 eV

Cartesian coordinates (Å):
C  1.032  -3.900  -0.247
C  -0.515  -0.604  -0.589
C  -0.460  -1.979  -0.889
C  0.426  -2.562  0.076
C  0.898  -1.523  0.842
C  -1.334  0.307  -1.306
C  -2.150  -0.256  -2.254
C  -2.089  -1.633  -2.649
C  -1.285  -2.479  -1.927
N  0.245  -0.349  0.553
H  -1.297  1.373  -1.151
H  -2.876  0.439  -2.662
H  0.452  0.550  1.121
H  -2.600  -2.091  -3.484
H  1.736  -1.690  1.524
H  -1.200  -3.530  -2.165
H  1.198  -4.644  0.553
H  2.094  -3.686  -0.463
H  0.545  -4.249  -1.149
C  0.283  3.199  0.749
C  -1.097  2.811  1.333
C  1.534  2.646  1.576
O  1.858  1.414  1.495
O  2.135  3.481  2.269
H  0.338  2.622  -0.181
H  0.453  4.295  0.735
H  -1.121  1.730  1.316
H  -1.848  3.439  0.867
H  -1.149  2.933  2.432

Forces on atoms 1 to 3 (eV/Å):
C 1.67 0.59 0.88
C -0.28 1.41 1.13
C -0.84 0.58 0.33

***

Here is a molecular structure, C50H60N4OSZn from OMol25. Energies are from ωB97M-V/def2-TZVPD.

Calculated values
2S+1: 1
charge: -2
E_HOMO: 0.22 eV

Cartesian coordinates (Å):
Zn  0.323  0.312  0.351
C  5.901  2.683  -1.420
C  5.136  1.450  -1.915
C  4.204  0.901  -0.884
C  4.388  -0.144  -0.055
C  5.572  -1.051  0.050
C  6.473  -0.711  1.243
C  3.153  -0.290  0.743
N  2.290  0.719  0.403
C  2.848  1.431  -0.623
C  2.230  2.435  -1.296
C  0.855  2.883  -1.103
C  0.333  4.076  -1.637
C  1.104  5.095  -2.421
C  2.028  5.953  -1.547
C  -1.015  4.127  -1.257
C  -1.258  2.964  -0.511
C  -2.510  2.691  0.144
C  -2.911  1.656  0.899
N  -2.155  0.446  1.113
C  -2.543  0.016  2.431
C  -1.792  -0.753  3.233
C  -0.435  -1.224  3.081
N  0.448  -0.845  2.098
C  1.649  -1.420  2.409
C  2.888  -1.262  1.651
C  1.531  -2.190  3.578
C  0.197  -2.071  4.000
C  -0.382  -2.620  5.271
C  -0.155  -1.688  6.470
C  2.597  -3.026  4.218
C  2.530  -4.502  3.801
C  -3.791  0.710  2.783
C  -4.011  1.678  1.874
C  -5.106  2.701  1.877
C  -4.774  3.926  2.738
C  -4.604  0.403  3.999
C  -5.348  -0.934  3.888
N  -0.116  2.204  -0.430
C  -2.000  5.213  -1.573
C  -2.876  4.899  -2.792
H  6.531  3.108  -2.207
H  6.539  2.423  -0.571
H  5.200  3.451  -1.086
H  5.848  0.679  -2.225
H  4.557  1.722  -2.802
H  6.159  -1.002  -0.872
H  5.219  -2.081  0.150
H  6.895  0.290  1.130
H  7.298  -1.423  1.339
H  5.895  -0.725  2.168
H  2.795  2.951  -2.066
H  0.410  5.750  -2.958
H  1.710  4.599  -3.188
H  1.442  6.519  -0.818
H  2.616  6.660  -2.142
H  2.714  5.311  -0.990
H  -3.227  3.507  0.079
H  -2.253  -1.012  4.183
H  3.674  -1.978  1.864
H  0.064  -3.595  5.492
H  -1.456  -2.795  5.157
H  0.914  -1.544  6.640
H  -0.602  -2.084  7.389
H  -0.588  -0.707  6.267
H  2.523  -2.962  5.311
H  3.583  -2.631  3.957
H  1.569  -4.937  4.087
H  3.328  -5.097  4.262
H  2.616  -4.585  2.716
H  -6.033  2.244  2.236
H  -5.293  3.024  0.850
H  -4.610  3.630  3.776
H  -5.581  4.663  2.713
H  -3.859  4.402  2.384
H  -5.323  1.207  4.176
H  -3.947  0.371  4.875
H  -5.945  -0.964  2.973
H  -6.014  -1.090  4.741
H  -4.643  -1.766  3.845
H  -1.459  6.148  -1.757
H  -2.646  5.404  -0.710
H  -2.256  4.804  -3.687
H  -3.625  5.678  -2.971
H  -3.391  3.947  -2.649
C  -3.999  -2.469  0.751
C  -3.901  -1.133  0.011
C  -4.304  -1.317  -1.451
C  -2.471  -0.560  0.064
H  -5.041  -2.784  0.872
H  -3.536  -2.409  1.737
H  -3.476  -3.246  0.183
H  -4.594  -0.425  0.472
H  -3.564  -1.933  -1.973
H  -4.361  -0.356  -1.968
H  -5.276  -1.814  -1.535
H  -2.241  -0.073  -0.883
H  -1.765  -1.385  0.178
C  2.952  -4.909  -6.729
C  1.835  -5.331  -7.652
O  1.957  -6.222  -8.455
S  0.307  -4.389  -7.650
C  0.311  -3.548  -6.090
C  0.093  -4.251  -4.907
C  0.094  -3.587  -3.694
C  0.287  -2.196  -3.622
C  0.489  -1.504  -4.828
C  0.503  -2.169  -6.042
C  0.272  -1.510  -2.378
C  0.269  -0.919  -1.307
H  3.541  -5.783  -6.456
H  2.597  -4.402  -5.837
H  3.590  -4.222  -7.287
H  -0.068  -5.322  -4.944
H  -0.063  -4.132  -2.772
H  0.645  -0.434  -4.786
H  0.672  -1.624  -6.963

Forces on atoms 1 to 3 (eV/Å):
Zn 0.01 0.05 0.11
C -0.02 -0.01 -0.02
C 0.01 0.08 0.05

***

Here is a molecular structure, C23H44IrNP3S from OMol25. Energies are from ωB97M-V/def2-TZVPD.

Calculated values
2S+1: 5
charge: +3
E_HOMO (spin up / spin down): -15.18 / -16.79 eV

Cartesian coordinates (Å):
Ir  -0.062  0.120  -0.211
P  0.125  -2.187  -0.459
P  0.936  0.526  1.787
P  1.795  0.529  -1.369
H  -4.224  3.212  -5.038
C  -3.287  2.783  -5.410
C  -3.171  1.531  -5.848
H  -3.540  0.638  -5.340
C  -1.316  -3.295  -0.104
C  1.485  -2.947  0.544
C  0.475  -2.800  -2.163
C  0.536  2.286  2.020
C  0.358  -0.271  3.310
C  2.747  0.325  1.857
C  1.815  0.722  -3.200
C  3.237  -0.638  -1.295
C  2.331  2.245  -0.938
H  -2.455  3.491  -5.515
H  -2.713  1.318  -6.808
H  -2.220  -2.836  -0.533
H  -1.463  -3.454  0.973
H  -1.180  -4.286  -0.573
H  1.357  -2.713  1.611
H  2.473  -2.592  0.222
H  1.482  -4.044  0.434
H  -0.435  -2.659  -2.760
H  0.706  -3.877  -2.127
H  1.309  -2.273  -2.636
H  0.986  2.693  2.929
H  -0.547  2.405  2.093
H  0.874  2.875  1.167
H  1.071  -0.181  4.136
H  0.178  -1.336  3.158
H  -0.576  0.179  3.648
H  3.161  0.610  2.828
H  3.264  0.921  1.106
H  3.035  -0.715  1.691
H  2.843  0.998  -3.470
H  1.127  1.521  -3.493
H  1.554  -0.223  -3.684
H  4.032  -0.258  -1.947
H  2.947  -1.619  -1.680
H  3.657  -0.761  -0.298
H  3.027  2.608  -1.711
H  2.828  2.346  0.036
H  1.448  2.902  -0.938
C  -2.685  1.440  -2.731
C  -1.967  2.643  -2.594
C  -2.656  3.856  -2.481
C  -4.007  3.923  -2.144
C  -4.691  2.716  -2.069
C  -4.077  1.508  -2.392
S  -2.100  -0.045  -3.445
H  -0.790  -0.165  -3.659
H  -0.863  2.665  -2.669
H  -2.122  4.762  -2.742
H  -4.574  4.838  -1.956
H  -5.758  2.711  -1.830
H  -4.670  0.606  -2.492
C  -5.561  0.599  3.111
C  -4.295  0.563  2.321
C  -3.506  -0.577  2.376
C  -2.345  -0.667  1.614
N  -1.911  0.335  0.825
C  -2.611  1.495  0.867
C  -3.822  1.624  1.551
H  -6.029  -0.382  3.045
H  -5.373  0.803  4.168
H  -6.245  1.349  2.725
H  -3.822  -1.427  2.995
H  -1.763  -1.591  1.652
H  -2.189  2.334  0.311
H  -4.384  2.557  1.460

Forces on atoms 1 to 3 (eV/Å):
Ir -1.15 -0.01 -0.90
P -0.01 -3.00 -0.29
P 1.31 0.54 2.22

***

Here is a molecular structure, C7H14O2 from OMol25. Energies are from ωB97M-V/def2-TZVPD.

Calculated values
2S+1: 1
E_HOMO: -9.10 eV

Cartesian coordinates (Å):
C  -0.501  1.219  -0.467
C  -0.064  0.545  0.805
C  1.057  -0.484  0.607
C  -1.164  -1.333  -2.092
C  -1.755  1.981  -0.482
C  1.365  -1.220  1.875
C  2.565  -1.309  2.430
O  -1.404  -0.088  -1.503
O  0.547  1.666  -1.189
H  0.226  2.109  -1.986
H  -0.942  0.077  1.252
H  0.279  1.332  1.488
H  1.950  0.012  0.225
H  0.720  -1.195  -0.151
H  0.523  -1.724  2.340
H  -1.355  -2.170  -1.403
H  -1.833  -1.458  -2.956
H  -0.133  -1.419  -2.466
H  -1.685  2.928  -1.013
H  -2.322  1.173  -1.135
H  -2.234  2.049  0.489
H  2.737  -1.884  3.329
H  3.425  -0.806  2.005

Forces on atoms 1 to 3 (eV/Å):
C 0.04 -1.21 -0.61
C 0.17 -0.22 -0.31
C -0.19 0.19 0.05

***

Here is 10 unconnected molecules or ions with the total composition C37H63Br18IN2 from OMol25. Energies are from ωB97M-V/def2-TZVPD.

Calculated values
2S+1: 1
E_HOMO: -7.75 eV

Cartesian coordinates (Å):
C  -1.709  -1.856  -1.124
C  -3.211  -1.926  -1.831
C  -4.390  -2.116  -0.700
C  -5.192  -0.697  -0.411
C  -4.127  0.342  0.321
C  -5.022  1.519  1.028
C  -4.177  2.870  1.427
C  -2.552  2.676  1.388
C  -1.869  3.009  -0.099
C  -2.747  3.262  -1.449
N  -2.248  3.549  -2.839
C  -0.749  3.616  -2.766
C  0.034  3.975  -4.200
C  1.661  4.129  -4.331
C  2.609  3.874  -2.996
C  1.866  3.489  -1.572
C  2.794  3.190  -0.224
C  2.643  4.325  0.950
C  1.887  3.808  2.317
I  2.717  1.984  3.197
C  0.206  3.378  -1.472
N  -0.366  3.046  -0.125
H  -1.731  -2.101  0.031
H  -1.301  -0.754  -1.238
H  -1.027  -2.611  -1.721
H  -3.408  -0.936  -2.447
H  -3.238  -2.842  -2.595
H  -3.872  -2.522  0.282
H  -5.160  -2.930  -1.068
H  -5.493  -0.236  -1.470
H  -6.148  -0.827  0.253
H  -3.403  0.712  -0.528
H  -3.451  -0.198  1.142
H  -5.469  1.088  2.022
H  -5.884  1.845  0.277
H  -4.474  3.152  2.545
H  -4.478  3.768  0.727
H  -2.099  3.510  2.112
H  -2.162  1.650  1.812
H  -3.933  3.204  -1.327
H  -0.611  4.131  -5.192
H  2.109  4.403  -5.399
H  3.770  3.983  -3.105
H  2.619  2.087  0.125
H  3.927  3.245  -0.594
H  3.689  4.775  1.309
H  2.024  5.246  0.528
H  2.034  4.672  3.126
H  0.712  3.696  2.200
Br  -6.431  -3.131  -4.515
C  -5.999  -1.736  -5.807
C  -4.796  -0.935  -5.365
Br  -5.270  0.331  -3.959
H  -6.900  -1.131  -5.937
H  -5.786  -2.269  -6.739
H  -4.421  -0.319  -6.187
H  -3.981  -1.552  -4.978
Br  6.074  0.386  0.910
C  7.609  1.590  0.884
C  7.197  2.992  0.499
Br  6.884  3.134  -1.421
H  8.346  1.152  0.205
H  8.003  1.569  1.903
H  8.002  3.701  0.709
H  6.283  3.328  0.997
Br  5.522  1.013  -4.188
C  6.939  0.052  -5.121
C  7.680  -0.874  -4.184
Br  8.918  0.115  -3.047
H  7.583  0.804  -5.586
H  6.429  -0.517  -5.903
H  8.307  -1.571  -4.748
H  7.020  -1.440  -3.522
Br  -0.996  -0.836  -4.472
C  0.028  -2.448  -4.868
C  -0.765  -3.401  -5.732
Br  -2.107  -4.352  -4.685
H  0.329  -2.879  -3.909
H  0.918  -2.095  -5.398
H  -0.117  -4.182  -6.140
H  -1.291  -2.907  -6.553
Br  -3.750  2.671  4.865
C  -2.181  2.920  5.996
C  -1.750  4.368  6.021
Br  -0.809  4.852  4.383
H  -1.407  2.243  5.624
H  -2.494  2.593  6.992
H  -1.028  4.541  6.825
H  -2.583  5.068  6.130
Br  4.901  -3.041  -4.127
C  5.041  -2.878  -2.189
C  3.678  -2.916  -1.537
Br  2.748  -1.215  -1.746
H  5.594  -1.957  -1.985
H  5.643  -3.735  -1.875
H  3.771  -3.058  -0.457
H  3.023  -3.691  -1.946
Br  -4.399  -6.134  -0.673
C  -4.259  -5.971  1.266
C  -5.622  -6.009  1.917
Br  -6.552  -4.308  1.709
H  -3.706  -5.050  1.469
H  -3.657  -6.828  1.580
H  -5.529  -6.151  2.998
H  -6.277  -6.783  1.509
Br  -1.650  -1.605  6.776
C  -0.081  -1.356  7.908
C  0.350  0.093  7.933
Br  1.291  0.577  6.295
H  0.693  -2.033  7.535
H  -0.394  -1.682  8.904
H  1.072  0.266  8.736
H  -0.483  0.792  8.042
Br  0.518  -2.579  3.559
C  2.051  -3.640  4.133
C  2.999  -2.819  4.976
Br  4.072  -1.623  3.870
H  2.515  -4.046  3.230
H  1.626  -4.460  4.718
H  3.723  -3.464  5.481
H  2.492  -2.197  5.719

Forces on atoms 1 to 3 (eV/Å):
C -0.38 0.41 -0.68
C 0.00 -0.21 0.33
C -0.45 -0.01 -0.37

***

Here is C9H13NO in the gas phase from OMol25. Energies are from ωB97M-V/def2-TZVPD.

Calculated values
2S+1: 1
E_HOMO (spin up / spin down): -9.01 / -8.22 eV

Cartesian coordinates (Å):
C  -2.053  -0.637  -0.439
C  -1.325  0.064  -1.559
C  0.521  1.495  -0.324
C  1.495  0.341  -0.646
C  -0.968  1.151  -0.509
C  1.510  -0.848  0.329
C  -1.727  0.399  0.538
C  2.670  -1.832  0.187
C  -1.961  0.443  2.036
N  0.452  -1.192  0.875
O  -2.631  -1.703  -0.507
H  -0.451  -0.369  -1.953
H  -2.073  0.582  -2.365
H  0.568  1.819  0.726
H  0.516  2.288  -1.148
H  1.278  0.046  -1.740
H  2.592  0.546  -0.657
H  -1.429  2.077  -0.612
H  3.519  -1.335  0.664
H  2.908  -2.214  -0.767
H  2.460  -2.693  0.689
H  -2.840  0.919  2.203
H  -1.236  1.187  2.441
H  -1.796  -0.533  2.538

Forces on atoms 1 to 3 (eV/Å):
C -0.37 -1.13 -0.74
C -2.62 3.54 -1.05
C -0.53 0.04 -0.97

***

Here is C3H7NO in the gas phase from OMol25. Energies are from ωB97M-V/def2-TZVPD.

Calculated values
2S+1: 1
E_HOMO: -8.14 eV

Cartesian coordinates (Å):
O  -0.612  -0.294  1.592
C  -0.282  0.973  1.028
C  -0.555  1.089  -0.467
C  0.793  -0.895  -0.777
N  -0.378  -0.065  -1.082
H  -1.339  -0.635  1.050
H  0.727  1.228  1.391
H  -0.947  1.746  1.423
H  1.565  -0.171  -0.497
H  0.647  -1.600  0.042
H  1.124  -1.382  -1.693
H  -0.679  -0.095  -2.048

Forces on atoms 1 to 3 (eV/Å):
O -0.11 -0.09 -0.15
C -0.06 0.43 -0.01
C -0.72 -0.26 0.10

***

Number 1: F_max 2.3 eV/Å. Number 2: F_max 0.3 eV/Å. Number 3: F_max 3.0 eV/Å. Number 4: F_max 2.2 eV/Å. Number 5: F_max 7.9 eV/Å. Number 6: F_max 4.5 eV/Å. Number 7: F_max 0.8 eV/Å.